[1]
Formula: C26H73N3O9
Source: OMol25
Level of theory: ωB97M-V with the def2-TZVPD basis set

ORCA input file:
```
! wB97M-V def2-TZVPD RIJCOSX def2/J DEFGRID3
* xyz 0 1
C -5.0407 3.6835 1.5136
C -4.6821 4.9624 0.7099
C -4.3186 4.4683 -0.7311
O -3.0179 3.7500 -0.7090
C -1.9045 4.5473 -0.3970
N -5.8387 5.8335 0.4408
H -6.0386 3.2162 1.2753
H -5.0731 3.8965 2.5961
H -4.1500 2.9933 1.3758
H -3.7646 5.3708 1.1356
H -4.2582 5.2960 -1.4323
H -5.0295 3.7218 -1.1311
H -2.0330 5.1752 0.4562
H -1.5259 5.2590 -1.1818
H -1.0805 3.9181 -0.1270
H -6.0841 6.2430 1.3432
H -5.6778 6.6149 -0.1648
C 2.7311 -3.6970 3.7213
C 3.0742 -3.9043 2.2323
C 2.5178 -5.2072 1.7845
O 3.0276 -6.3096 2.4219
C 4.1283 -6.8515 1.8438
N 2.5359 -2.8470 1.3867
H 3.5593 -3.5213 4.3119
H 2.1940 -4.5550 4.0623
H 2.0349 -2.8063 3.7909
H 4.1568 -3.9862 2.1691
H 2.6589 -5.3235 0.6924
H 1.4491 -5.1498 1.9675
H 3.9543 -7.4379 0.8947
H 4.6370 -7.5219 2.5516
H 4.8928 -6.1051 1.5834
H 2.7823 -1.9074 1.6516
H 2.6388 -3.0436 0.4201
C -1.5582 4.3677 -4.1807
C -0.1081 4.5247 -4.3769
C 0.6571 4.3923 -2.9990
O -0.0846 3.3059 -2.3398
C 0.7765 2.4278 -1.5598
N 0.5045 3.4791 -5.2951
H -2.0512 5.1411 -3.4788
H -1.7312 3.3959 -3.8918
H -1.9649 4.5067 -5.1818
H 0.0851 5.4184 -4.9525
H 0.7437 5.3119 -2.3873
H 1.6187 4.0320 -3.2162
H 1.3277 2.9402 -0.7930
H 1.4801 1.9109 -2.2650
H 0.1478 1.6833 -1.0714
H 0.3775 2.5834 -4.8385
H -0.0015 3.4383 -6.1394
C -1.6470 0.4618 3.5027
C -0.8220 1.6500 3.0362
C 0.7287 1.4611 2.9789
O -1.2521 1.9065 1.6272
H -1.3804 0.2425 4.5258
H -1.4040 -0.5358 3.0733
H -2.7449 0.6909 3.4421
H -1.1482 2.4824 3.6469
H 0.9867 1.0931 2.0169
H 1.0494 1.0101 3.9452
H 1.2013 2.4138 2.9255
H -1.7927 2.6975 1.5631
C 5.7653 1.5845 1.6427
C 5.2906 1.8880 3.0748
C 5.8539 3.0995 3.6421
O 3.8438 2.0442 3.0340
H 6.8367 1.2538 1.6469
H 5.6151 2.4013 0.9839
H 5.1273 0.8041 1.2464
H 5.3139 1.0444 3.7336
H 5.3526 3.3701 4.5691
H 5.7907 3.9263 2.9173
H 7.0165 3.0560 3.8254
H 3.7312 2.9486 2.6176
C -2.4362 -5.6741 0.4454
C -1.1857 -5.6876 -0.4193
C -1.3313 -6.5839 -1.6711
O -0.7256 -4.3841 -0.8169
H -2.0934 -5.3422 1.4303
H -2.7798 -6.7361 0.4720
H -3.1951 -5.0453 0.0010
H -0.3573 -6.1053 0.2185
H -1.5964 -7.5586 -1.3847
H -0.3940 -6.8627 -2.1478
H -1.9811 -6.1794 -2.4717
H -0.7358 -3.7363 -0.0976
C -3.4802 -0.9051 -2.5410
C -2.5058 0.3086 -2.5791
C -1.4745 0.2670 -3.7078
O -3.2979 1.4398 -2.6106
H -3.0227 -1.7654 -2.1787
H -3.7514 -1.0661 -3.5565
H -4.2615 -0.5052 -1.8740
H -1.9050 0.3270 -1.5826
H -1.9897 0.1460 -4.6565
H -0.7773 -0.5531 -3.5721
H -0.9442 1.1695 -3.7393
H -2.8194 2.1389 -2.1221
C -0.7709 -1.5250 0.3318
O -0.4379 -2.4938 1.3304
H -0.4001 -0.5145 0.7266
H -0.4432 -1.6727 -0.6576
H -1.8211 -1.4562 0.2655
H 0.4525 -2.3302 1.6493
C 2.1730 -4.3406 -2.7837
O 1.6388 -3.4727 -1.8018
H 3.0677 -4.7834 -2.4384
H 1.4917 -5.1677 -2.9194
H 2.2184 -3.9948 -3.7991
H 0.8855 -3.9841 -1.4501
*
```

LUMO, eV: 0.46
E, eV: -51038.3502
HOMO level, eV: -9.19
SMILES string: COC[C@H](C)N.COC[C@H](C)N.COC[C@H](C)N.CC(C)O.CC(C)O.CC(C)O.CC(C)O.CO.CO
Largest force on an atom, eV/Å: 3.85
ΔE to the lowest compared entry with this formula, charge and spin, kcal/mol: 68.2

=====

[2]
Formula: C4H11N3
Source: OMol25
Level of theory: ωB97M-V with the def2-TZVPD basis set

ORCA input file:
```
! wB97M-V def2-TZVPD RIJCOSX def2/J DEFGRID3
* xyz 0 1
C -2.0089 1.0099 -0.0505
C -0.9555 0.1947 0.1338
C -3.3757 0.3224 -0.0804
C 2.4003 -0.6803 -0.9236
N 2.0334 -0.4368 1.4869
N 0.4338 0.4426 0.0096
N 1.4240 -0.5795 0.1649
H -1.7478 1.9899 -0.3870
H -1.1926 -0.7815 0.3488
H -3.1296 -0.7026 0.2008
H -3.9951 0.6433 0.6853
H -3.8854 0.4826 -1.0825
H 1.8355 -0.9847 -1.9117
H 2.9607 0.2018 -1.0294
H 3.1216 -1.4502 -0.6201
H 2.8258 0.2434 1.3905
H 2.5058 -1.2750 1.6231
H 0.7499 1.3597 0.0414
*
```

LUMO, eV: 0.97
E, eV: -8793.2872
HOMO level, eV: -7.73
SMILES string: C/C=C/NN(C)N
Largest force on an atom, eV/Å: 2.82
ΔE to the lowest compared entry with this formula, charge and spin, kcal/mol: 99.9

=====

[3]
Formula: C29H34O6
Source: OMol25
Level of theory: ωB97M-V with the def2-TZVPD basis set

ORCA input file:
```
! wB97M-V def2-TZVPD RIJCOSX def2/J DEFGRID3
* xyz 0 1
C -5.8175 -1.6563 0.8771
C -5.5278 -0.4123 0.0483
H -5.4780 0.4728 0.6982
H -6.3107 -0.2598 -0.7002
O -4.3291 -0.5019 -0.7056
C -3.1422 -0.3317 0.0159
O -2.8014 -1.4897 0.7331
C -1.6093 -2.0695 0.2353
C -0.3665 -1.7417 1.1176
O 0.1823 -2.9243 1.6644
C 1.0369 -3.6237 0.7820
C 2.3641 -2.9415 0.5486
C 2.8959 -2.0786 1.4973
C 4.1139 -1.4587 1.2799
C 4.8222 -1.7087 0.1172
C 4.3036 -2.5775 -0.8292
C 3.0779 -3.1847 -0.6181
H 2.6667 -3.8498 -1.3637
H 4.8517 -2.7740 -1.7392
H 5.7745 -1.2283 -0.0534
H 4.5130 -0.7831 2.0226
H 2.3445 -1.8987 2.4083
H 0.5428 -3.7935 -0.1836
H 1.2047 -4.5926 1.2661
C -0.6974 -0.8030 2.2908
O -0.7290 0.5546 1.9301
C 0.5457 1.1584 1.8473
C 0.4295 2.6139 1.4850
C -0.7085 3.1203 0.8755
C -0.7759 4.4560 0.5196
C 0.2921 5.2993 0.7697
C 1.4289 4.8011 1.3836
C 1.4969 3.4666 1.7389
H 2.3861 3.0794 2.2159
H 2.2647 5.4550 1.5873
H 0.2393 6.3416 0.4911
H -1.6671 4.8381 0.0438
H -1.5426 2.4632 0.6895
H 1.0650 1.0562 2.8144
H 1.1683 0.6596 1.0855
H -1.6888 -1.0395 2.6812
H 0.0439 -0.9800 3.0813
H 0.3843 -1.2563 0.4808
H -1.7517 -3.1550 0.2567
C -1.4721 -1.5229 -1.1967
O -0.1573 -1.6641 -1.6588
C 0.2236 -0.8193 -2.7431
C 0.9150 0.4360 -2.2687
C 2.0798 0.3226 -1.5193
C 2.7398 1.4532 -1.0724
C 2.2440 2.7101 -1.3752
C 1.0788 2.8291 -2.1125
C 0.4145 1.6985 -2.5564
H -0.5023 1.7922 -3.1181
H 0.6844 3.8081 -2.3404
H 2.7612 3.5944 -1.0349
H 3.6452 1.3490 -0.4920
H 2.4655 -0.6596 -1.2907
H -0.6438 -0.5719 -3.3607
H 0.9262 -1.4200 -3.3325
H -2.1657 -2.0590 -1.8686
C -2.0175 -0.0904 -1.0153
O -2.4874 0.5129 -2.1815
H -3.4021 0.2161 -2.3053
H -1.2376 0.5500 -0.5960
H -3.2561 0.5014 0.7285
H -5.8887 -2.5263 0.2297
H -6.7577 -1.5287 1.4072
H -5.0173 -1.8229 1.5924
*
```

LUMO, eV: 0.82
E, eV: -42908.7392
HOMO level, eV: -8.80
SMILES string: CCO[C@H]1O[C@H]([C@@H](COCc2ccccc2)OCc2ccccc2)[C@H](OCc2ccccc2)[C@H]1O
Largest force on an atom, eV/Å: 0.67
ΔE to the lowest compared entry with this formula, charge and spin, kcal/mol: 0.5

=====

[4]
Formula: C25H36FN6SiTc
Source: OMol25
Level of theory: ωB97M-V with the def2-TZVPD basis set

ORCA input file:
```
! wB97M-V def2-TZVPD RIJCOSX def2/J DEFGRID3
* xyz 3 4
Tc 0.2603 -0.1653 0.1980
C 0.5707 2.0262 1.6688
C -0.5861 2.5751 -0.5496
N -1.5769 1.5243 -0.7297
C -2.8291 1.4371 0.0156
C -2.6116 0.9476 1.4429
N -1.7054 -0.2114 1.4737
C -1.3384 -0.5478 2.8574
C -0.1281 0.2860 3.3100
N 0.7194 0.6308 2.1460
H -0.3756 2.4274 2.0302
H 1.3761 2.6738 2.0339
H -0.1695 2.7844 -1.5423
H -1.8858 4.2740 -0.5856
H -1.7714 1.3894 -1.7142
H -3.4435 0.7046 -0.5106
H -3.3797 2.3848 0.0418
H -3.5849 0.6880 1.8733
H -2.2055 1.7491 2.0564
H -2.2199 -1.0049 1.0911
H -1.0744 -1.6042 2.8848
H -2.1794 -0.3918 3.5440
H 0.4452 -0.3083 4.0226
H -0.4297 1.1998 3.8266
H 1.6914 0.4748 2.4198
C 0.0298 4.9494 -0.0314
C 1.3254 4.8096 -0.3676
C 2.1056 3.6394 -0.6467
C 1.8250 2.3402 -0.3638
N 0.5553 1.9611 0.2047
C -1.0430 3.9158 0.0185
C 2.7304 1.2292 -0.5989
C 4.0525 1.4031 -1.0242
C 4.8594 0.3075 -1.2537
C 4.3408 -0.9645 -1.0259
C 3.0323 -1.0719 -0.6033
N 2.2391 -0.0185 -0.3952
H -0.3127 5.9485 0.1996
H 1.9004 5.7256 -0.4238
H 3.0649 3.8601 -1.0921
H -1.4182 3.8494 1.0431
H 4.4435 2.3928 -1.1798
H 5.8693 0.4423 -1.6088
H 4.9292 -1.8516 -1.1898
H 2.5829 -2.0374 -0.4229
C -2.0271 -3.5771 1.2247
Si -0.1132 -3.5681 1.0162
C 0.4294 -5.3722 0.7506
C 1.1071 -2.9169 2.3444
N 0.0507 -2.2690 -0.2622
C 0.0290 -2.6183 -1.5631
C 0.0072 -3.9309 -2.0996
C 0.0570 -4.1599 -3.4567
C 0.1274 -3.1130 -4.3709
C 0.1104 -1.8002 -3.9007
C 0.0535 -1.6061 -2.5496
F 0.0179 -0.3142 -2.0114
H -2.3999 -4.5460 0.9037
H -2.5355 -2.8473 0.6011
H -2.3518 -3.4605 2.2519
H 0.4963 -5.8237 1.7393
H 1.4034 -5.4791 0.2786
H -0.2912 -5.9698 0.1991
H 0.6720 -2.8518 3.3347
H 1.5563 -1.9599 2.0888
H 1.9200 -3.6325 2.4294
H -0.0343 -4.7739 -1.4392
H 0.0475 -5.1774 -3.8168
H 0.1960 -3.3127 -5.4284
H 0.1415 -0.9592 -4.5750
*
```

LUMO (spin up / spin down), eV: -9.12 / -10.74
E, eV: -48218.5557
HOMO level (spin up / spin down), eV: -16.94 / -16.98
Largest force on an atom, eV/Å: 1.33

=====

[5]
Formula: C18H29CeN2O6P2
Source: OMol25
Level of theory: ωB97M-V with the def2-TZVPD basis set

ORCA input file:
```
! wB97M-V def2-TZVPD RIJCOSX def2/J DEFGRID3
* xyz 0 2
C -3.5311 2.3774 -0.3344
C -2.4926 1.6712 0.2038
N -1.2310 1.7538 -0.2713
C -1.0269 2.6259 -1.2888
C -2.0408 3.3687 -1.8611
C -3.3359 3.2208 -1.3927
C -2.8256 0.8207 1.4070
P -1.5917 -0.1535 2.2893
Ce 0.5326 -0.0098 0.1629
P 1.4095 1.3441 -2.1579
C 0.3893 2.8846 -1.7792
O -4.0972 -3.8890 -1.7409
O -0.3737 -2.1668 -2.7309
H -4.5126 2.2498 0.1143
H -1.7779 4.0506 -2.6780
H -4.1414 3.7887 -1.8441
C -1.8689 -0.1274 4.0620
C -1.6268 -1.8568 1.7137
H 0.3685 3.4447 -2.7448
H 0.9863 3.4766 -1.0465
H -3.6020 0.1511 1.1734
H -3.2415 1.4867 2.2235
C 3.0661 2.0777 -2.4840
C 0.8344 0.9329 -3.8398
H -1.1546 -2.9116 -3.5560
H -1.2791 -2.1966 -1.9274
H -4.8003 -4.5698 -1.8138
H -4.5329 -3.0753 -2.1258
H -0.2622 0.5331 2.1643
H -1.8783 -3.6951 -3.6066
H -2.3350 -1.0713 4.3779
H -0.8917 -0.0209 4.5681
H -2.5096 0.7210 4.3448
H -2.1658 -2.4077 2.4895
H -2.1785 -1.9715 0.7664
H -0.6214 -2.2907 1.6157
H 1.7112 0.8671 -4.5003
H 0.3506 -0.0550 -3.7308
H 0.1218 1.6772 -4.2186
H 3.3277 1.9174 -3.5488
H 3.0904 3.1598 -2.2346
H 3.7769 1.5309 -1.8369
O 2.6135 0.0680 1.1360
C 2.6493 -1.1759 1.4142
O 1.6481 -1.9179 1.2254
C 3.9308 -1.7166 1.9357
C 4.0312 -3.1091 2.0590
C 5.2121 -3.6264 2.5585
C 6.2711 -2.7504 2.8815
C 6.1425 -1.3540 2.7271
C 4.9739 -0.8344 2.2220
N 7.5247 -3.2748 3.2969
O 7.6518 -4.5186 3.3817
O 8.4628 -2.4836 3.5554
H 3.2047 -3.7456 1.7673
H 5.3487 -4.6794 2.6966
H 6.9645 -0.7157 2.9923
H 4.8397 0.2355 2.0441
*
```

LUMO (spin up / spin down), eV: -1.07 / -1.07
E, eV: -65898.3272
HOMO level (spin up / spin down), eV: -4.94 / -4.78
Largest force on an atom, eV/Å: 5.71
ΔE to the lowest compared entry with this formula, charge and spin, kcal/mol: 93.6

=====

[6]
Formula: C6H7NOS
Source: OMol25
Level of theory: ωB97M-V with the def2-TZVPD basis set

ORCA input file:
```
! wB97M-V def2-TZVPD RIJCOSX def2/J DEFGRID3
* xyz 0 1
C 1.0316 0.5852 -0.0375
C -0.2431 0.1310 -0.0404
C 3.0544 -1.1145 0.0016
C 3.5852 0.3048 0.0127
C -2.5120 0.3678 0.2070
C -2.4627 -1.1036 -0.1862
N 2.2130 -0.1109 0.0069
O -1.2909 0.9777 -0.1562
S -0.7107 -1.5629 0.0581
H 1.1538 1.6619 -0.0855
H 3.9803 0.7347 0.9257
H 3.9705 0.7463 -0.9003
H -3.3037 0.9090 -0.3160
H -2.6558 0.4642 1.2911
H -3.0853 -1.7246 0.4494
H -2.7245 -1.2661 -1.2303
*
```

LUMO, eV: 0.61
E, eV: -20703.8933
HOMO level, eV: -8.14
Largest force on an atom, eV/Å: 1.94
ΔE to the lowest compared entry with this formula, charge and spin, kcal/mol: 79.1

=====

[7]
Formula: C30H37BBaN15O4
Source: OMol25
Level of theory: ωB97M-V with the def2-TZVPD basis set

ORCA input file:
```
! wB97M-V def2-TZVPD RIJCOSX def2/J DEFGRID3
* xyz 2 2
Ba 0.0876 -0.0193 -0.5400
N -1.2808 -1.9566 -2.2282
C -0.9559 -1.9569 -3.6661
C 0.5447 -1.9295 -3.8813
N 1.1990 -0.7170 -3.3625
C 2.6521 -0.9591 -3.2619
C 3.3908 -0.0278 -2.3282
N 2.9796 -0.2591 -0.9273
C 0.9146 0.4297 -4.2591
C 0.4753 1.7183 -3.5851
N -0.7969 1.5574 -2.8599
H -0.9545 -2.8194 -1.7976
H -2.2869 -1.9398 -2.1143
H -1.4277 -1.0821 -4.1167
H -1.3575 -2.8316 -4.1854
H 0.7584 -2.0672 -4.9496
H 0.9732 -2.7951 -3.3714
H 3.1232 -0.9150 -4.2525
H 2.8035 -1.9778 -2.8980
H 3.1880 1.0128 -2.5892
H 4.4626 -0.1872 -2.4756
H 3.5674 0.2749 -0.2946
H 3.1550 -1.2239 -0.6919
H 0.1381 0.1381 -4.9708
H 1.7987 0.6530 -4.8661
H 0.4164 2.4889 -4.3602
H 1.2306 2.0519 -2.8714
H -1.5093 1.2012 -3.4901
H -1.1305 2.4682 -2.5589
C 1.1692 0.5202 4.1953
C 0.7802 0.8142 2.8826
N 0.3150 -0.2644 2.2645
N 0.3818 -1.2711 3.1727
C 0.8993 -0.8183 4.3414
B 0.0963 -2.6831 2.7029
N 0.9922 -3.1525 1.5564
C 2.1608 -3.8158 1.7039
C 2.7041 -4.0137 0.4587
C 1.7777 -3.4215 -0.4075
N 0.7552 -2.8846 0.2519
N -1.4756 -2.6304 2.0974
C -2.5677 -3.2666 2.8058
C -3.6801 -3.0296 2.1301
C -3.2712 -2.3055 0.9024
N -1.8352 -2.0449 1.0708
N 0.0354 -3.7093 3.7888
C 0.0407 -5.0706 3.6496
C -0.4272 -5.6108 4.8146
C -0.7206 -4.4958 5.6277
N -0.4610 -3.3607 5.0081
H 1.5741 1.1894 4.9333
H 0.8051 1.7604 2.3622
H 1.0076 -1.4740 5.1863
H 2.5235 -4.0992 2.6782
H 3.6181 -4.5262 0.2152
H 1.8089 -3.3784 -1.4849
H -2.3720 -3.7881 3.7286
H -4.6829 -3.3510 2.3597
H -3.3734 -2.9098 -0.0059
H 0.3850 -5.5467 2.7467
H -0.5232 -6.6538 5.0614
H -1.1026 -4.4810 6.6361
O -1.1624 8.3139 -0.5776
N -0.5871 7.4231 -1.1550
O 0.0716 7.5376 -2.1695
C -0.7382 6.0567 -0.6101
C -1.9181 5.7643 -0.0392
C -2.1715 4.4403 0.4399
C -3.3742 4.1070 1.0881
C -3.5473 2.8317 1.5542
C -2.5303 1.8984 1.3217
N -1.4087 2.1702 0.6849
C -1.2039 3.4409 0.2755
C 0.0885 3.7852 -0.2933
N 1.0381 2.8215 -0.3261
C 2.2533 3.1642 -0.7052
C 2.6088 4.4538 -1.1073
C 1.6449 5.4252 -1.1350
C 0.3379 5.1052 -0.7163
H -2.6743 6.5323 0.0540
H -4.1351 4.8646 1.2271
H -4.4421 2.5387 2.0843
H -2.6396 0.8842 1.6874
H 3.0007 2.3803 -0.6916
H 3.6287 4.6716 -1.3911
H 1.8834 6.4270 -1.4557
O -3.5869 -0.5340 -0.4380
O -3.9326 -1.0607 0.7131
*
```

LUMO (spin up / spin down), eV: -6.96 / -7.20
E, eV: -63607.5317
HOMO level (spin up / spin down), eV: -14.06 / -14.06
Largest force on an atom, eV/Å: 0.45
ΔE to the lowest compared entry with this formula, charge and spin, kcal/mol: 0.0

=====

[8]
Formula: C5H11ClF3HoO3SW
Source: OMol25
Level of theory: ωB97M-V with the def2-TZVPD basis set

ORCA input file:
```
! wB97M-V def2-TZVPD RIJCOSX def2/J DEFGRID3
* xyz 0 7
Ho 0.5895 -0.9314 -2.8976
Cl 1.3869 -2.8804 -1.5136
C 2.0701 0.9250 -3.0471
C -1.2466 -1.5132 -4.2912
H 2.1745 1.4342 -4.0008
H 2.0548 1.7234 -2.3011
H 3.0145 0.4148 -2.8942
H -1.3730 -1.1249 -5.3073
H -2.2713 -1.5113 -3.8880
H -1.0271 -2.5742 -4.4413
W -0.8628 0.4727 0.6671
C -2.0113 -0.9325 1.6982
C -1.9456 2.0416 0.2239
H -3.0740 -1.0221 1.3481
H -1.6018 -1.9779 1.5515
H -2.0745 -0.8056 2.7870
H -3.0235 1.7127 0.3190
H -1.7758 3.0758 -0.0451
F 1.9750 1.8206 4.3607
C 2.1722 0.7178 3.5783
F 2.9134 1.0558 2.4864
F 2.8343 -0.2457 4.3009
S 0.4842 0.0651 2.9532
O -0.1560 -0.5395 4.0910
O -0.1092 1.3794 2.4716
O 0.8830 -0.7801 1.7906
*
```

LUMO (spin up / spin down), eV: -2.20 / -2.64
E, eV: -70633.1669
HOMO level (spin up / spin down), eV: -8.93 / -9.02
Largest force on an atom, eV/Å: 3.60

=====

- The highest E belongs to which entry?
  C4H11N3